[1]
The following is a quantum chemistry calculation of a 16-piece molecular cluster, C38H75N12O4 overall in a non-equilibrium geometry, from the OMol25 dataset.

Properties
Energy relative to the best compared isomer or geometry (same formula, charge and spin) ... 2.248 eV
HOMO energy ... -0.423 Ha
Frontier orbital gap ... 9.61 eV
F_max ... 0.2922 hartree/bohr
DFT total energy ... -66666.761 eV

The geometry in ORCA input format:
```
! wB97M-V def2-TZVPD RIJCOSX def2/J DEFGRID3
* xyz 1 1
C -1.472 3.034 1.624
C -1.590 1.561 1.226
C -0.246 1.047 0.587
N -0.415 -0.280 -0.032
C -1.009 -0.088 -1.398
C -1.103 -1.256 0.790
C -0.677 -2.747 0.420
C 0.719 -2.525 -0.166
C 0.941 -0.934 -0.140
H -1.510 3.888 0.942
H -0.573 3.016 2.368
H -2.490 3.342 1.990
H -2.349 1.291 0.576
H -1.692 0.949 2.242
H 0.416 1.178 1.278
H 0.254 1.753 -0.181
H -2.034 0.453 -1.489
H -1.041 -1.043 -1.845
H -0.285 0.525 -2.037
H -2.101 -0.872 0.752
H -0.588 -1.149 1.794
H -1.531 -3.163 -0.414
H -0.748 -3.333 1.201
H 0.628 -2.887 -1.008
H 1.644 -2.824 0.341
H 1.669 -0.462 -0.811
H 1.425 -0.972 0.927
C -4.563 -0.007 3.004
C -5.718 -0.906 2.774
N -6.678 -1.584 2.425
H -4.896 0.878 3.649
H -3.874 -0.752 3.217
H -4.267 0.618 2.117
C 1.584 1.321 -4.770
C 1.286 2.063 -3.407
N 1.267 2.516 -2.339
H 0.905 0.580 -4.868
H 1.590 2.038 -5.536
H 2.560 1.065 -4.874
C 1.533 4.825 0.413
C 3.031 5.351 0.278
N 4.162 5.714 0.293
H 1.052 5.749 0.780
H 1.292 4.695 -0.577
H 1.181 4.100 0.894
C -4.040 6.133 1.923
C -2.906 6.375 1.037
N -1.884 6.462 0.419
H -4.969 6.339 1.113
H -4.189 4.943 2.275
H -4.172 6.827 2.778
C 4.573 -1.337 -1.970
C 4.403 -2.195 -0.711
N 4.230 -2.802 0.235
H 4.596 -1.864 -2.938
H 3.677 -0.940 -2.067
H 5.402 -0.689 -1.980
C -6.100 0.067 -1.027
C -4.918 -0.843 -0.900
N -3.987 -1.449 -0.734
H -5.882 1.179 -1.104
H -6.751 -0.143 -1.824
H -6.730 0.061 -0.082
C 4.494 -4.660 2.887
C 3.202 -3.954 2.895
N 2.160 -3.362 2.905
H 4.855 -5.396 2.059
H 5.362 -3.953 2.615
H 4.591 -5.393 3.868
C 2.379 -0.773 5.581
C 1.376 -0.124 4.597
N 0.738 0.457 3.859
H 2.261 -1.818 5.503
H 3.133 -0.575 4.949
H 2.341 -0.312 6.553
C 4.156 2.683 -1.737
C 3.559 2.036 -0.460
N 3.076 1.555 0.452
H 5.246 2.667 -1.399
H 4.155 2.235 -2.554
H 3.696 3.740 -1.800
C -2.645 3.734 -1.893
C -3.782 3.799 -0.886
N -4.519 3.693 -0.121
H -2.854 4.162 -2.910
H -1.889 4.378 -1.457
H -2.251 2.805 -1.871
C -2.763 2.306 -6.208
C -2.082 1.681 -5.058
N -1.519 1.180 -4.189
H -1.909 3.096 -6.492
H -2.985 1.745 -7.128
H -3.567 3.009 -5.741
C -0.536 -2.354 -5.717
C 0.287 -2.394 -4.411
O 1.564 -2.165 -4.647
H -1.567 -2.188 -5.389
H -0.504 -3.120 -6.439
H -0.144 -1.401 -6.094
H 0.209 -3.368 -3.914
H -0.252 -1.697 -3.625
H 1.828 -2.879 -4.893
C -3.183 -3.969 3.954
C -4.012 -4.000 2.618
O -3.476 -5.028 1.786
H -3.618 -3.140 4.507
H -2.042 -3.835 3.629
H -3.211 -4.698 4.624
H -3.634 -2.863 2.137
H -5.054 -4.322 2.758
H -4.008 -5.300 0.865
C 3.190 3.034 3.361
C 2.940 3.688 4.691
O 4.111 3.836 5.385
H 3.544 2.020 3.481
H 3.934 3.738 2.811
H 2.199 3.090 3.021
H 2.208 3.290 5.294
H 2.297 4.519 4.666
H 4.245 3.204 6.027
C 2.128 -5.799 -1.764
C 3.699 -5.914 -1.764
O 4.017 -6.958 -0.839
H 1.698 -5.369 -0.939
H 1.548 -6.587 -2.084
H 2.199 -5.038 -2.341
H 4.206 -4.988 -1.285
H 4.150 -6.264 -2.725
H 4.997 -7.317 -1.052
*
```

[2]
The following is a quantum chemistry calculation of C38H76AlF3IO16S8 as an isolated structure in a non-equilibrium geometry, from the OMol25 dataset.

Properties
Energy relative to the best compared isomer or geometry (same formula, charge and spin) ... 0.000 eV
HOMO energy ... -0.160 Ha
Frontier orbital gap ... 5.87 eV
F_max ... 0.0587 hartree/bohr
DFT total energy ... -182929.436 eV

The geometry in ORCA input format:
```
! wB97M-V def2-TZVPD RIJCOSX def2/J DEFGRID3
* xyz -1 1
C 1.619 1.688 2.646
C 0.633 2.836 2.411
C -0.801 2.384 2.287
I -1.390 1.817 4.316
Al -2.037 3.870 1.525
C -3.859 3.900 2.439
C -4.935 2.979 1.904
C -4.653 1.558 1.997
F -5.684 0.849 1.453
F -4.577 1.118 3.206
F -3.604 1.148 1.350
H 1.926 1.662 3.670
H 2.493 1.796 2.052
H 1.176 0.744 2.431
H 0.693 3.458 3.272
H 0.897 3.388 1.536
H -0.807 1.511 1.669
H -2.152 3.720 -0.078
H -1.281 5.276 1.858
H -4.243 4.886 2.318
H -3.742 3.767 3.489
H -5.220 3.214 0.918
H -5.812 3.110 2.488
C -2.931 -2.200 0.903
C -2.566 -3.660 1.211
C -1.109 -3.669 1.704
S -0.834 -2.046 2.451
O 0.150 -1.344 1.664
O -0.678 -2.191 3.876
C -2.445 -1.378 2.087
H -4.004 -2.075 0.755
H -2.426 -1.876 -0.010
H -3.221 -4.039 1.996
H -2.707 -4.293 0.338
H -0.926 -4.439 2.449
H -0.405 -3.775 0.881
H -2.353 -0.312 1.878
H -3.070 -1.533 2.965
C 3.735 2.177 -2.170
C 3.971 3.628 -2.601
C 2.621 4.211 -3.039
S 1.359 3.308 -2.113
O 0.568 2.559 -3.060
O 0.750 4.171 -1.143
C 2.490 2.206 -1.282
H 4.604 1.782 -1.641
H 3.546 1.548 -3.044
H 4.354 4.196 -1.750
H 4.709 3.698 -3.400
H 2.532 5.269 -2.807
H 2.432 4.047 -4.097
H 2.022 1.233 -1.154
H 2.705 2.647 -0.313
C 9.537 0.684 -0.871
C 9.811 2.103 -1.396
C 8.472 2.674 -1.886
S 7.206 1.851 -0.903
O 6.418 1.021 -1.790
O 6.585 2.803 -0.016
C 8.297 0.794 0.013
H 10.385 0.286 -0.318
H 9.340 0.019 -1.704
H 10.202 2.722 -0.587
H 10.551 2.101 -2.195
H 8.394 3.747 -1.735
H 8.290 2.433 -2.931
H 7.803 -0.150 0.199
H 8.525 1.289 0.956
C 5.760 -1.270 4.935
C 4.796 -1.043 3.763
C 5.513 -0.155 2.743
S 7.269 -0.484 2.946
O 7.917 0.714 3.420
O 7.761 -1.197 1.785
C 7.106 -1.632 4.310
H 5.408 -2.056 5.602
H 5.856 -0.352 5.517
H 4.546 -2.003 3.306
H 3.868 -0.586 4.086
H 5.227 -0.384 1.720
H 5.350 0.902 2.943
H 7.951 -1.515 4.983
H 7.093 -2.638 3.892
C 10.330 -4.571 -4.235
C 9.361 -3.758 -5.106
C 8.863 -2.576 -4.261
S 10.174 -2.220 -3.082
O 9.690 -2.497 -1.758
O 10.787 -0.958 -3.412
C 11.262 -3.551 -3.584
H 10.886 -5.301 -4.820
H 9.773 -5.109 -3.466
H 9.889 -3.386 -5.986
H 8.528 -4.364 -5.457
H 8.680 -1.689 -4.859
H 7.972 -2.830 -3.693
H 11.788 -3.933 -2.713
H 11.970 -3.144 -4.303
C -10.098 6.606 2.661
C -10.127 5.137 3.113
C -9.447 4.306 2.016
S -8.264 5.403 1.213
O -8.685 5.614 -0.148
O -6.933 4.981 1.534
C -8.676 6.862 2.170
H -10.368 7.283 3.469
H -10.807 6.755 1.844
H -9.574 5.034 4.048
H -11.142 4.790 3.294
H -8.909 3.451 2.415
H -10.156 3.977 1.259
H -8.582 7.742 1.539
H -7.973 6.917 2.999
C -6.725 -6.086 -1.710
C -6.410 -7.568 -1.422
C -4.947 -7.651 -0.946
S -4.601 -6.065 -0.172
O -3.616 -5.375 -0.970
O -4.451 -6.243 1.249
C -6.184 -5.325 -0.511
H -7.784 -5.906 -1.843
H -6.215 -5.765 -2.618
H -7.072 -7.936 -0.636
H -6.569 -8.190 -2.301
H -4.789 -8.439 -0.216
H -4.257 -7.773 -1.778
H -6.046 -4.267 -0.699
H -6.811 -5.473 0.368
C -8.558 -0.370 -3.084
C -7.377 0.092 -2.215
C -6.654 -1.166 -1.718
S -6.942 -2.433 -2.963
O -7.731 -3.497 -2.380
O -5.716 -2.736 -3.648
C -7.997 -1.442 -4.017
H -8.995 0.454 -3.644
H -9.337 -0.800 -2.452
H -6.696 0.695 -2.816
H -7.704 0.707 -1.380
H -5.584 -1.015 -1.615
H -7.069 -1.526 -0.778
H -8.757 -2.076 -4.466
H -7.367 -1.005 -4.790
*
```